1.
Density functional theory data (wB97M-V/def2-TZVPD) for C43H75ClKN8O5P2SSe2 as an isolated structure at a distorted geometry.

Structure (XYZ):
```
138
Properties=species:S:1:pos:R:3:lowdin_charge:R:1
K 0.4486 -0.1450 1.1132 0.5661
C -1.3493 -4.2595 1.4701 -0.2706
C -0.4553 -4.8253 0.5352 -0.2633
C 0.8461 -4.7438 1.0766 -0.2632
C 0.7578 -4.1254 2.3401 -0.2491
C -0.5964 -3.8304 2.5846 -0.2525
C -1.1704 -3.1560 3.7975 -0.0719
C 1.9215 -3.8206 3.2386 -0.0606
C 2.0840 -5.3603 0.4927 -0.0898
C -0.8076 -5.4627 -0.7780 -0.0891
C -2.8465 -4.1774 1.3821 -0.0997
H -1.2691 -2.0668 3.6902 0.0577
H -0.5548 -3.3343 4.6869 0.0449
H -2.1720 -3.5359 4.0303 0.0585
H 2.4398 -2.8894 2.9709 0.0493
H 2.6732 -4.6187 3.2151 0.0623
H 1.6058 -3.7147 4.2822 0.0489
H 2.9667 -4.7127 0.5604 0.0219
H 1.9468 -5.5997 -0.5665 0.0565
H 2.3660 -6.3014 0.9897 0.0644
H -0.2566 -5.0250 -1.6207 0.0557
H -1.8699 -5.3446 -1.0094 0.0457
H -0.6030 -6.5422 -0.8030 0.0597
H -3.2291 -3.1493 1.4083 0.0614
H -3.3376 -4.7083 2.2088 0.0590
H -3.2271 -4.6262 0.4599 0.0503
C 4.3496 1.7306 0.8231 -0.1069
N 3.9414 1.9165 2.2220 -0.2649
C 3.5602 3.2934 2.5238 -0.0861
P 3.2109 0.6286 2.9339 0.4678
O 2.7474 -0.4362 2.0368 -0.3477
O 2.1040 1.3276 3.8565 -0.2564
P 0.5607 1.1338 4.3246 0.4846
O -0.2674 0.4635 3.3162 -0.3552
N 0.0838 2.6458 4.7232 -0.2958
C -0.6798 3.4360 3.7530 -0.0865
C 0.8741 3.4357 5.6461 -0.1201
N 0.7421 0.3498 5.7834 -0.2885
C 1.3550 -0.9808 5.7015 -0.0889
C -0.4748 0.3058 6.5920 -0.1132
N 4.2222 -0.0266 4.0991 -0.3088
C 5.1577 -1.0371 3.6243 -0.1065
C 4.8091 0.8917 5.0553 -0.1234
H 5.1747 2.4178 0.6174 0.0804
H 3.5059 1.9267 0.1579 0.0299
H 4.6853 0.7077 0.6572 0.0584
H 4.4082 3.9450 2.2959 0.0826
H 3.3206 3.4019 3.5793 0.0580
H 2.7031 3.6103 1.9209 0.0772
H -1.1603 2.7903 3.0168 0.0031
H -0.0267 4.1278 3.2120 0.0857
H -1.4422 4.0107 4.2855 0.0835
H 1.4531 2.7880 6.3031 0.0703
H 0.2136 4.0541 6.2613 0.0794
H 1.5574 4.1040 5.1092 0.0749
H 2.2738 -0.9479 5.1201 0.0604
H 0.6756 -1.7086 5.2500 0.0578
H 1.6029 -1.3068 6.7147 0.0851
H -0.9395 1.2892 6.6282 0.0723
H -0.2066 0.0025 7.6069 0.0775
H -1.1998 -0.4131 6.1936 0.0884
H 4.6660 -1.6743 2.8932 0.0585
H 5.4796 -1.6501 4.4699 0.0806
H 6.0490 -0.5883 3.1641 0.0832
H 4.0473 1.5659 5.4455 0.0700
H 5.6164 1.4926 4.6135 0.0802
H 5.2197 0.3238 5.8942 0.0787
C 5.9120 -2.0613 -1.9268 -0.4457
Se 4.6975 -2.5871 -0.5070 0.8817
C 3.1207 -2.8763 -1.6298 -0.5762
C 2.7678 -1.7274 -2.5576 -0.5561
Se 2.2429 -0.1781 -1.5012 0.9443
C 1.8086 0.9774 -2.9898 -0.3787
H 5.8849 -2.7828 -2.7429 0.0189
H 6.9177 -2.0398 -1.5086 0.0035
H 5.6656 -1.0690 -2.2998 0.0111
H 2.3099 -3.0685 -0.9239 0.0464
H 3.2877 -3.7979 -2.1902 0.0634
H 1.9262 -2.0409 -3.1815 0.0586
H 3.5964 -1.4746 -3.2219 0.0454
H 1.0699 0.5125 -3.6447 0.0135
H 2.6992 1.2412 -3.5601 0.0159
H 1.3840 1.8732 -2.5388 0.0074
O 1.1932 1.9457 0.1649 -0.4374
N 0.7331 3.2074 0.0483 -0.2533
C 1.6416 4.1679 -0.3987 -0.1336
C 1.3574 5.5057 -0.2812 -0.1859
C 0.1119 5.9203 0.1842 -0.1832
C -0.8773 4.9078 0.3814 -0.1944
C -0.5799 3.5591 0.3130 -0.7141
S -1.7733 2.3127 0.5922 0.5280
H 2.5666 3.7643 -0.7818 0.0857
H 2.1178 6.2213 -0.5802 0.0740
H -0.1395 6.9697 0.2690 0.0517
H -1.9045 5.1692 0.5988 0.0647
C -3.5281 3.8337 -3.2414 -0.0361
C -4.5528 2.8659 -3.8551 -0.5204
C -4.7293 3.2424 -5.3322 -0.0544
C -5.8916 3.0554 -3.1356 -0.0453
C -4.0342 1.3993 -3.7286 -0.4294
O -2.7615 1.4262 -4.3673 0.0006
C -4.9852 0.4109 -4.4330 -0.1046
C -4.6109 -1.0817 -4.4776 -0.1266
C -3.3747 -1.4199 -5.2807 -0.2272
C -3.3075 -1.1344 -6.6453 -0.0378
C -2.1733 -1.4176 -7.3862 -0.1122
C -1.0843 -1.9967 -6.7520 -0.6686
Cl 0.3513 -2.3483 -7.6833 0.6255
C -1.1194 -2.3012 -5.4044 -0.0854
C -2.2710 -2.0167 -4.6784 -0.0235
C -3.8719 1.0785 -2.2315 -0.0674
N -2.9723 -0.0162 -1.9319 -0.1127
C -1.6377 0.0699 -1.8209 -0.2069
N -1.1472 -1.0420 -1.3195 0.0813
C -2.2589 -1.7706 -1.0470 -0.2024
N -3.3926 -1.1856 -1.3805 0.1074
H -3.7987 4.8567 -3.5137 0.0823
H -2.5217 3.6373 -3.6068 0.0927
H -3.4865 3.7834 -2.1522 0.0763
H -4.9573 4.3079 -5.4024 0.0785
H -5.5524 2.7049 -5.8072 0.0698
H -3.8154 3.0497 -5.8937 0.0886
H -6.1727 4.1101 -3.1808 0.0848
H -5.8300 2.7849 -2.0815 0.0844
H -6.6975 2.4804 -3.5967 0.0752
H -2.3570 0.5540 -4.2943 0.0745
H -5.1329 0.7544 -5.4591 0.0980
H -5.9581 0.4774 -3.9382 0.1148
H -5.4585 -1.5994 -4.9396 0.1171
H -4.5128 -1.4858 -3.4703 0.0911
H -4.1524 -0.6647 -7.1361 0.1137
H -2.1223 -1.1857 -8.4414 0.0975
H -0.2638 -2.7460 -4.9147 0.1053
H -2.3007 -2.2593 -3.6234 0.1011
H -4.8304 0.8239 -1.7807 0.1350
H -3.4526 1.9397 -1.7046 0.0693
H -1.0811 0.9429 -2.1168 0.1232
H -2.2150 -2.7415 -0.5799 0.0857
```

Summary:
net charge = -2
HOMO-LUMO gap (spin up / spin down) = 2.3 / 4.3 eV
E_HOMO (spin up / spin down) = 1.2582 / -0.7751 eV
multiplicity = 2
lowest unoccupied orbital energy (spin up / spin down) = 0.1312 / 0.1300 hartree



2.
Density functional theory data (wB97M-V/def2-TZVPD) for C4H9CuN2O3 as an isolated structure.

Structure (XYZ):
```
19
Properties=species:S:1:pos:R:3:lowdin_charge:R:1
Cu 0.0948 -1.9479 0.8979 0.4408
C 1.4364 1.6556 -0.7710 -0.0085
C 0.7284 0.4530 -0.2152 -0.2705
N 1.3468 -0.6250 0.1575 -0.0887
O 2.7308 -0.7250 0.0489 -0.0476
C -0.7135 0.4932 -0.0846 -0.3093
C -1.5702 1.6352 -0.5483 -0.0445
N -1.2819 -0.5714 0.4507 -0.2018
O -2.5405 -0.6296 0.5636 -0.1510
H 2.5190 1.5845 -0.6998 0.0674
H 1.1358 2.5371 -0.2069 0.0909
H 1.1579 1.8196 -1.8122 0.1010
H 3.0340 -0.1463 -0.6619 0.0710
H -1.0271 2.5725 -0.6420 0.0600
H -2.3871 1.7549 0.1630 0.0738
H -2.0281 1.3963 -1.5130 0.0856
O -0.4953 -3.7628 1.5520 -0.0389
H -1.2151 -3.9174 0.9245 0.0853
H -0.9250 -3.5767 2.3967 0.0850
```

Summary:
ΔE to the lowest compared entry with this formula, charge and spin = 3.5 kcal per mole
HOMO-LUMO gap = 7.4 eV
E_HOMO = -7.2759 eV
lowest unoccupied orbital energy = 0.0039 hartree



3.
Density functional theory data (wB97M-V/def2-TZVPD) for C3H5O4Tm as an isolated structure at a distorted geometry.

Structure (XYZ):
```
13
Properties=species:S:1:pos:R:3:lowdin_charge:R:1
O -1.2838 -0.1481 -0.3908 -0.1600
C -1.4354 1.1078 -1.0894 -0.6514
C -1.8523 -1.3451 -0.7978 -0.1547
O -0.7155 1.9418 -0.4644 -0.1010
O -1.9868 1.1441 -2.1563 0.2443
C -1.1635 -2.4672 -0.9658 0.1073
H -2.8543 -1.1812 -1.1952 0.1516
H 1.0804 -1.2473 2.8461 0.1414
H -1.6469 -3.3077 -1.4613 0.1021
H -0.1413 -2.5914 -0.6125 0.0717
O 1.4210 -0.3975 2.5084 -0.0817
H 2.2034 -0.1647 3.0227 0.1284
Tm 0.4349 0.8658 0.9501 2.2019
```

Summary:
ΔE to the lowest compared entry with this formula, charge and spin = 0.0 kcal per mole
net charge = +2
HOMO-LUMO gap (spin up / spin down) = 6.1 / 5.5 eV
E_HOMO (spin up / spin down) = -17.3673 / -17.3672 eV
multiplicity = 3
lowest unoccupied orbital energy (spin up / spin down) = -0.4156 / -0.4352 hartree



4.
Density functional theory data (wB97M-V/def2-TZVPD) for a 6-piece molecular cluster, C14H21FN5O2 overall.

Structure (XYZ):
```
43
Properties=species:S:1:pos:R:3:lowdin_charge:R:1
C -2.3376 0.2337 1.8520 -0.0537
C -0.9393 -0.3306 1.8019 -0.3807
F -0.6192 -0.7708 3.0984 -0.0529
C 0.0195 0.7383 1.3254 -0.0845
C 0.3125 0.5224 -0.1693 -0.7042
O -0.5452 1.0027 -0.9500 -0.0654
O 1.3245 -0.1461 -0.4780 -0.0860
H -2.3354 1.0183 2.6050 0.0812
H -3.0801 -0.5068 2.1343 0.0667
H -2.5650 0.7025 0.9023 0.0650
H -0.9117 -1.2087 1.1603 0.1389
H -0.4684 1.7049 1.3995 0.1038
H 0.9179 0.8029 1.9301 0.1113
C -3.2497 -0.6339 -1.7256 -0.0639
C -4.1650 -1.2755 -0.7833 -0.2926
N -4.8765 -1.7758 -0.0324 0.1114
H -2.3174 -1.1918 -1.7751 0.0866
H -3.7062 -0.6023 -2.7140 0.0729
H -3.0225 0.3793 -1.3986 0.0688
C 4.6839 0.8564 0.1755 -0.0717
C 4.8376 1.0432 1.6137 -0.2998
N 4.9811 1.1949 2.7439 0.1057
H 5.4937 0.2309 -0.1963 0.0644
H 3.7234 0.3786 -0.0367 0.0605
H 4.7146 1.8240 -0.3215 0.0718
C 4.9225 5.3751 1.9743 -0.0757
C 3.7504 4.5813 1.6260 -0.2878
N 2.8345 3.9454 1.3567 0.1509
H 4.6528 6.4279 2.0294 0.0751
H 5.3092 5.0517 2.9385 0.0806
H 5.6951 5.2431 1.2196 0.0775
C 2.5655 -2.8772 -0.4991 -0.0712
C 4.0188 -2.7682 -0.5365 -0.2883
N 5.1622 -2.6495 -0.5302 0.1049
H 2.1964 -3.1896 -1.4736 0.0811
H 2.2720 -3.6104 0.2504 0.0787
H 2.1310 -1.9009 -0.2534 0.0389
C -6.9795 -3.3511 -3.0737 -0.0712
C -6.7351 -2.2243 -3.9687 -0.2898
N -6.5441 -1.3398 -4.6757 0.1200
H -6.5449 -3.1460 -2.0956 0.0642
H -8.0508 -3.5068 -2.9667 0.0786
H -6.5257 -4.2512 -3.4831 0.0799
```

Summary:
net charge = -1
HOMO-LUMO gap = 7.7 eV
E_HOMO = -5.1883 eV
lowest unoccupied orbital energy = 0.0919 hartree



What did the second record say?
Density functional theory data (wB97M-V/def2-TZVPD) for C4H9CuN2O3 as an isolated structure.

Structure (XYZ):
```
19
Properties=species:S:1:pos:R:3:lowdin_charge:R:1
Cu 0.0948 -1.9479 0.8979 0.4408
C 1.4364 1.6556 -0.7710 -0.0085
C 0.7284 0.4530 -0.2152 -0.2705
N 1.3468 -0.6250 0.1575 -0.0887
O 2.7308 -0.7250 0.0489 -0.0476
C -0.7135 0.4932 -0.0846 -0.3093
C -1.5702 1.6352 -0.5483 -0.0445
N -1.2819 -0.5714 0.4507 -0.2018
O -2.5405 -0.6296 0.5636 -0.1510
H 2.5190 1.5845 -0.6998 0.0674
H 1.1358 2.5371 -0.2069 0.0909
H 1.1579 1.8196 -1.8122 0.1010
H 3.0340 -0.1463 -0.6619 0.0710
H -1.0271 2.5725 -0.6420 0.0600
H -2.3871 1.7549 0.1630 0.0738
H -2.0281 1.3963 -1.5130 0.0856
O -0.4953 -3.7628 1.5520 -0.0389
H -1.2151 -3.9174 0.9245 0.0853
H -0.9250 -3.5767 2.3967 0.0850
```

Summary:
ΔE to the lowest compared entry with this formula, charge and spin = 3.5 kcal per mole
HOMO-LUMO gap = 7.4 eV
E_HOMO = -7.2759 eV
lowest unoccupied orbital energy = 0.0039 hartree